46
Properties=species:S:1:pos:R:3 method="wB97M-V/def2-TZVPD" homo_lumo_gap_ha=0.3438 total_energy_ha=-1068.63092 e_lumo_ev=0.816 de_lowest_kj_mol=144.2
C -1.717 -3.416 3.055
C -1.754 -2.853 4.470
C -1.910 -1.334 4.521
C -0.697 -0.573 3.971
C -0.628 -0.573 2.490
N 0.420 -0.822 1.780
C 0.017 -0.654 0.473
C 0.705 -0.753 -0.725
C 0.015 -0.439 -1.884
C 0.773 -0.525 -3.174
O 1.206 -1.590 -3.576
N 0.972 0.636 -3.847
C 1.741 0.598 -5.071
C 0.547 1.949 -3.417
C 1.614 2.708 -2.600
C 1.546 2.386 -1.145
C 0.505 2.707 -0.254
N 0.761 2.265 0.960
N 1.948 1.675 0.885
C 2.456 1.710 -0.362
C -1.346 -0.118 -1.858
C -2.053 -0.040 -0.671
C -1.343 -0.287 0.487
O -1.738 -0.244 1.784
H -2.587 -3.088 2.489
H -1.719 -4.504 3.083
H -0.820 -3.095 2.531
H -0.841 -3.139 4.998
H -2.597 -3.298 5.006
H -2.799 -1.037 3.962
H -2.054 -1.035 5.562
H 0.233 -0.994 4.353
H -0.761 0.471 4.292
H 1.740 -1.049 -0.757
H 2.047 -0.432 -5.243
H 1.132 0.940 -5.912
H 2.627 1.230 -4.994
H 0.313 2.521 -4.321
H -0.360 1.870 -2.817
H 1.445 3.779 -2.734
H 2.608 2.471 -2.982
H -0.402 3.242 -0.456
H 2.314 1.189 1.689
H 3.406 1.277 -0.603
H -1.862 0.059 -2.790
H -3.101 0.212 -0.649